Run w
Computed, not measured: one molecule with the formula C3H7N5O, with ωB97M-V with the def2-TZVPD basis set.

Bonds (Å) are listed after each position.
Positions of all 16 atoms, in Å:
1 N 2.11998 1.94951 -0.29731  N2 1.441, H10 1.000, H11 1.040
2 N 2.16226 0.58217 0.15468  N1 1.441, C3 1.266
3 C 1.01718 0.04251 0.14803  N2 1.266, N4 1.367, N9 1.433
4 N 0.82669 -1.27678 0.44992  C3 1.367, N5 1.355, H12 1.003
5 N -0.35181 -1.89467 0.70345  N4 1.355, C6 1.307
6 C -1.46500 -1.26580 0.43060  N5 1.307, C7 1.488, H13 1.098
7 C -1.50110 0.17532 0.06136  C6 1.488, O8 1.410, N9 1.462, H14 1.103
8 O -2.53509 0.45530 -0.85488  C7 1.410, H15 0.966
9 N -0.18177 0.60479 -0.39994  C3 1.433, C7 1.462, H16 1.027
10 H 1.68991 1.94726 -1.19990  N1 1.000
11 H 3.11429 2.24662 -0.37185  N1 1.040
12 H 1.65764 -1.75786 0.74131  N4 1.003
13 H -2.33737 -1.87463 0.70388  C6 1.098
14 H -1.75971 0.77340 0.95173  C7 1.103
15 H -2.39070 -0.06372 -1.65729  O8 0.966
16 H -0.02711 1.61919 -0.44438  N9 1.027

The total charge is 0. As for the SMILES: N/N=C1/NN=C[C@H](O)N1. The multiplicity is 1. Its HOMO-LUMO gap is 8.963 eV.

Run x
Computed, not measured: one molecule with the formula C3H7N5O, with ωB97M-V with the def2-TZVPD basis set.

Bonds (Å) are listed after each position.
Positions of all 16 atoms, in Å:
1 N -2.16032 -1.19827 0.02797  C2 1.360, H10 0.997, H11 0.997
2 C -0.83616 -0.88623 0.03118  N1 1.360, N3 1.328, C8 1.383
3 N 0.21441 -1.69182 -0.07230  C2 1.328, C4 1.333
4 C 1.27864 -0.89055 -0.01794  N3 1.333, O5 1.311, N6 1.339
5 O 2.55441 -1.19015 0.01134  C4 1.311, H12 1.072
6 N 0.92017 0.39799 -0.09056  C4 1.339, N7 1.393, C8 1.429
7 N 1.84275 1.43014 0.06050  N6 1.393, H13 1.038, H14 1.053
8 C -0.50797 0.45415 -0.06720  C2 1.383, N6 1.429, N9 1.403
9 N -1.12219 1.71477 -0.09901  C8 1.403, H15 1.036, H16 1.073
10 H -2.26062 -1.96878 -0.59622  N1 0.997
11 H -2.52701 -1.48545 0.90941  N1 0.997
12 H 2.73628 -2.19337 -0.32101  O5 1.072
13 H 1.66763 1.74692 1.03319  N7 1.038
14 H 1.58078 2.15167 -0.66066  N7 1.053
15 H -1.70648 1.72950 -0.95454  N9 1.036
16 H -1.67432 1.87948 0.80585  N9 1.073

The total charge is 0. As for the SMILES: Nc1nc(O)n(N)c1N. The multiplicity is 1. Its HOMO-LUMO gap is 8.263 eV.

Verdict on stability: run w comes out at the bottom.

Run w
Computed, not measured: a 2-piece molecular cluster, C3H3BrO2 overall, with ωB97M-V with the def2-TZVPD basis set.

Bonds (Å) are listed after each position.
Positions of all 9 atoms, in Å:
1 C 0.66134 -1.83505 1.41923  O4 1.160, H7 1.071
2 C -0.96343 1.21095 -1.11510  C3 1.461, O5 1.406, H8 1.001, H9 1.019
3 C -0.16923 0.03030 -0.78156  C2 1.461, O5 1.339, Br6 1.904
4 O 1.77400 -2.04193 1.67305  C1 1.160
5 O 0.42432 1.10665 -1.31309  C2 1.406, C3 1.339
6 Br -0.29123 -1.69019 -1.58902  C3 1.904
7 H -0.23548 -2.13031 0.91290  C1 1.071
8 H -1.43918 1.28829 -1.99240  C2 1.001
9 H -1.28556 1.79028 -0.34140  C2 1.019

The total charge is 0. The multiplicity is 1. Its HOMO-LUMO gap (spin up / spin down) is 6.409 / 9.433 eV.

Run x
Computed, not measured: a 2-piece molecular cluster, C3H3BrO2 overall, with ωB97M-V with the def2-TZVPD basis set.

Bonds (Å) are listed after each position.
Positions of all 9 atoms, in Å:
1 O -1.64242 -1.10086 -4.05175  C2 1.160
2 C -1.74415 -0.61292 -3.00453  O1 1.160, C3 1.293
3 C -1.84306 -0.08677 -1.82744  C2 1.293, Br4 1.906, H5 1.075
4 Br -3.23845 -0.65620 -0.65985  C3 1.906
5 H -1.19036 0.67401 -1.43966  C3 1.075
6 C 0.60968 0.16038 0.71870  O7 1.195, H8 1.100, H9 1.102
7 O 0.25380 1.11777 0.09829  C6 1.195
8 H 0.92192 0.22485 1.77115  C6 1.100
9 H 0.64665 -0.84639 0.27108  C6 1.102

The total charge is 0. As for the SMILES: O=C=CBr.C=O. The multiplicity is 1. Its HOMO-LUMO gap is 8.987 eV.

Run y
Computed, not measured: one molecule with the formula C3H3BrO2, with ωB97M-V with the def2-TZVPD basis set.

Bonds (Å) are listed after each position.
Positions of all 9 atoms, in Å:
1 C -1.22873 -0.11996 -0.15051  C2 1.516, H7 1.069, H8 1.065, H9 1.139
2 C 0.08733 0.61878 -0.29451  C1 1.516, O3 1.173, C4 1.700
3 O 0.47116 1.61326 -0.78508  C2 1.173
4 C 1.20096 -0.39273 0.49694  C2 1.700, O5 1.176, Br6 2.062
5 O 0.96699 -1.11759 1.39301  C4 1.176
6 Br 3.02527 0.37299 -0.08372  C4 2.062
7 H -2.05142 0.52832 0.06338  C1 1.069
8 H -1.10834 -0.91885 0.54284  C1 1.065
9 H -1.36322 -0.58422 -1.18235  C1 1.139

The total charge is 0. As for the SMILES: CC(=O)C(=O)Br. The multiplicity is 1. Its HOMO-LUMO gap is 9.319 eV.

Verdict on stability: run w comes out at the bottom.